w | Density functional theory data (ωB97M-V/def2-TZVPD) for 2 unconnected molecules or ions with the total composition C2H4O2P.

Atoms and positions in Å:
C1 -1.3517 0.7070 -0.2978
C2 -0.3953 0.2347 0.4755
O1 0.8430 -1.4993 -1.3107
O2 2.1967 0.4915 -0.4612
P1 1.1269 -0.5075 -0.2557
H1 -2.2604 1.1530 0.0901
H2 -1.2460 0.6675 -1.3726
H3 -0.4440 0.2511 1.5539
H4 1.5307 -1.4980 1.5785

Summary:
HOMO energy   -0.14715 Eh
Kohn-Sham gap   8.1 eV
Net charge   -1
Molar mass   91.0 g mol⁻¹
Lowest unoccupied orbital energy   4.14 eV



x | Density functional theory data (ωB97M-V/def2-TZVPD) for a molecular structure, C2H4O2P.

Atoms and positions in Å:
C1 1.2493 -0.3810 0.5582
C2 0.4327 0.5539 0.1000
O1 -1.5485 -1.4087 -0.1739
O2 -2.0394 1.1361 0.1910
P1 -1.1946 -0.0120 -0.3113
H1 2.2000 -0.2210 1.1195
H2 1.2517 -1.4668 0.3494
H3 0.5630 1.5692 0.2542
H4 -0.9140 0.2302 -2.0870

Summary:
HOMO energy   -0.14963 Eh
Kohn-Sham gap   8.3 eV
Net charge   -1
Molar mass   91.0 g mol⁻¹
Lowest unoccupied orbital energy   4.25 eV



y | Density functional theory data (ωB97M-V/def2-TZVPD) for a gas-phase ion, C2H4O2P (charge -1).

Atoms and positions in Å:
C1 0.7679 -0.3498 -1.2998
C2 0.3646 -0.4910 -0.0129
O1 -1.6499 1.4337 0.1013
O2 -1.5743 -0.3180 1.8212
P1 -0.7907 0.4646 0.8688
H1 1.4417 -1.1273 -1.7102
H2 0.4074 0.2021 -2.1547
H3 0.7785 -1.2316 0.6190
H4 0.2549 1.4174 1.7673

Summary:
HOMO energy   -0.16264 Eh
Kohn-Sham gap   8.6 eV
Net charge   -1
SMILES   C=C[P@@H](=O)[O-]
Molar mass   91.0 g mol⁻¹
Lowest unoccupied orbital energy   4.15 eV



The structure with the least stability is w.